(1)
# C35H30AsCl2I2KN6O8S

C35H30AsCl2I2KN6O8S as an isolated structure (ωB97M-V/def2-TZVPD, the Open Molecules 2025 dataset).

Calculated values
Lowest unoccupied orbital energy: 3.71 eV
Spin multiplicity: 1
Strongest force on any atom: 6.143 eV Å⁻¹
Total charge: -2

Geometry (Å):
K1 -0.1062 1.2857 -0.3487
C1 -1.1969 -0.4368 2.9704
N1 0.2181 -0.2563 2.7207
C2 0.7380 1.0060 3.1721
C3 0.1374 2.2281 2.5568
N2 -0.9564 2.2680 1.8545
C4 -1.1338 3.5858 1.5250
C5 -2.1186 4.1825 0.7564
C6 -2.0707 5.5553 0.6214
C7 -1.0810 6.3157 1.2396
C8 -0.0720 5.7277 1.9827
C9 -0.0967 4.3520 2.0985
N3 0.6917 3.4581 2.7860
C10 -1.7270 -1.6304 2.2660
N4 -1.4808 -1.9753 1.0430
C11 -2.2123 -3.1143 0.8028
C12 -2.3164 -3.8923 -0.3440
C13 -3.1294 -5.0065 -0.2791
C14 -3.8183 -5.3505 0.8852
C15 -3.7377 -4.5788 2.0319
C16 -2.9302 -3.4568 1.9711
N5 -2.6045 -2.4860 2.8876
H1 -1.7911 0.4285 2.6407
H2 -1.3274 -0.5584 4.0555
H3 0.4174 -0.3556 1.7304
H4 1.8108 1.0234 2.9665
H5 0.6027 1.0742 4.2619
H6 -2.8773 3.5825 0.2790
H7 -2.8256 6.0508 0.0290
H8 -1.0976 7.3916 1.1337
H9 0.7052 6.3166 2.4488
H10 1.7041 3.5252 2.8582
H11 -1.7910 -3.6162 -1.2430
H12 -3.2295 -5.6112 -1.1659
H13 -4.4305 -6.2425 0.8970
H14 -4.2814 -4.8303 2.9334
H15 -2.9453 -2.4131 3.8313
Cl1 -5.4165 4.6996 -4.0397
C17 -4.3230 3.5708 -3.2909
C18 -4.8583 2.4237 -2.6853
C19 -4.0038 1.5503 -2.0818
Cl2 -4.5922 0.1570 -1.2727
C20 -2.5670 1.7107 -2.0587
O1 -1.8441 0.8706 -1.5013
C21 -2.0855 2.9105 -2.6987
C22 -0.6871 3.1963 -2.7626
O2 0.2491 2.4999 -2.4062
C23 -2.9783 3.8153 -3.2954
H16 -5.9210 2.2301 -2.6926
H17 -0.4689 4.1879 -3.2164
H18 -2.5861 4.7023 -3.7775
O3 3.3114 -0.9190 -2.3139
As1 2.0628 0.4944 -2.3682
O4 1.7598 0.5571 -3.9664
O5 0.8870 -0.1858 -1.4725
C24 3.3988 1.7946 -1.9412
C25 4.2790 2.0250 -2.9870
C26 5.4034 2.8142 -2.8100
C27 5.6738 3.3666 -1.5656
C28 4.8049 3.1232 -0.5133
C29 3.6830 2.3439 -0.7171
S1 2.4792 2.1401 0.5554
O6 1.3443 2.9284 0.0830
O7 3.0481 2.6525 1.7993
O8 2.1498 0.7246 0.6097
H19 3.4129 -1.2255 -3.2238
H20 4.0625 1.6002 -3.9632
H21 6.0741 2.9913 -3.6437
H22 6.5570 3.9794 -1.4213
H23 4.9763 3.5185 0.4805
I1 0.1606 -1.4407 -2.7768
I2 -1.2449 -3.6200 -4.0689
N6 1.3735 -2.7356 0.3148
C30 1.9980 -2.6639 1.5264
C31 3.3074 -2.1755 1.6163
C32 3.9655 -2.1369 2.8246
C33 3.3488 -2.6082 3.9746
C34 2.0619 -3.1170 3.8958
C35 1.3918 -3.1536 2.6913
H24 1.7885 -2.1365 -0.3891
H25 0.3601 -2.7088 0.3197
H26 3.7829 -1.8044 0.7181
H27 4.9644 -1.7221 2.8801
H28 3.8640 -2.5637 4.9245
H29 1.5685 -3.4791 4.7914
H30 0.3873 -3.5509 2.6295

Table of Mulliken atomic charges, one value per atom, all in e: K 0.688; C -0.241; N 0.713; C -1.904; C 0.954; N -0.373; C 0.650; C -0.797; C -0.724; C -0.495; C -1.167; C 0.706; N 0.013; C -0.216; N 0.326; C 0.264; C -0.261; C -0.570; C -0.330; C -1.131; C 0.592; N -0.040; H 0.179; H 0.352; H -0.622; H 0.370; H 0.548; H 0.566; H 0.426; H 0.363; H 0.432; H 0.502; H -0.230; H 0.452; H 0.363; H 0.380; H 0.215; Cl -0.303; C 0.396; C -0.732; C 0.415; Cl -0.226; C -0.615; O -0.135; C 1.502; C -0.655; O -0.414; C -1.136; H 0.442; H 0.065; H 0.381; O -0.887; As 1.020; O -0.722; O 0.716; C -0.499; C -0.743; C -0.696; C -0.606; C -0.603; C -0.120; S 1.514; O -0.366; O -0.926; O -0.257; H 0.265; H 0.509; H 0.387; H 0.373; H 0.509; I 0.111; I -0.610; N -0.537; C 0.218; C -0.327; C -0.451; C -0.620; C -0.578; C 0.002; H 0.066; H 0.092; H 0.348; H 0.344; H 0.338; H 0.364; H 0.437

---

(2)
# C35H30AsN6ReS

C35H30AsN6ReS as an isolated structure (ωB97M-V/def2-TZVPD, the Open Molecules 2025 dataset).

Calculated values
Lowest unoccupied orbital energy (spin up / spin down): -7.64 / -10.58 eV
Spin multiplicity: 4
Strongest force on any atom: 0.820 eV Å⁻¹
Total charge: +3
⟨S²⟩: 3.78

Geometry (Å):
Re1 -0.0522 0.7674 0.3114
C1 -0.6244 0.1476 3.3542
N1 -0.2119 -0.5957 2.1175
C2 -1.1715 -1.6852 1.7814
C3 -2.2687 -1.0547 1.0035
N2 -2.0257 0.0281 0.2731
C4 -3.2524 0.3733 -0.3419
C5 -3.6039 1.4344 -1.1701
C6 -4.9131 1.4893 -1.5958
C7 -5.8591 0.5214 -1.2087
C8 -5.5230 -0.5221 -0.3759
C9 -4.1997 -0.5638 0.0451
N3 -3.5310 -1.4488 0.9045
C10 -0.4713 1.6082 3.1233
N4 -0.3969 2.1063 1.8966
C11 -0.2777 3.5105 2.0335
C12 -0.1642 4.5144 1.0799
C13 -0.0817 5.8073 1.5473
C14 -0.1130 6.0972 2.9258
C15 -0.2278 5.1050 3.8727
C16 -0.3075 3.8052 3.3863
N5 -0.4264 2.5666 4.0418
H1 -0.0407 -0.1850 4.2109
H2 -1.6707 -0.0743 3.5668
H3 0.6905 -1.0387 2.2856
H4 -1.5289 -2.2061 2.6695
H5 -0.6485 -2.4145 1.1626
H6 -2.8953 2.1986 -1.4581
H7 -5.2281 2.3005 -2.2383
H8 -6.8767 0.6057 -1.5671
H9 -6.2525 -1.2597 -0.0663
H10 -3.9429 -2.2410 1.3761
H11 -0.1435 4.2987 0.0191
H12 0.0062 6.6233 0.8420
H13 -0.0467 7.1280 3.2480
H14 -0.2547 5.3300 4.9312
H15 -0.4889 2.4308 5.0407
S1 2.1858 1.6212 0.3201
C17 3.0060 0.9584 -1.0590
C18 4.1506 1.6287 -1.5184
C19 4.8090 1.1570 -2.6433
C20 4.3464 0.0257 -3.3057
C21 3.2239 -0.6643 -2.8429
C22 2.5633 -0.2011 -1.7262
As1 1.1718 -1.1692 -0.8329
C23 0.1860 -2.2051 -2.0903
C24 -0.4166 -3.4084 -1.7381
C25 -1.1973 -4.0759 -2.6728
C26 -1.3796 -3.5415 -3.9404
C27 -0.7983 -2.3261 -4.2790
C28 -0.0200 -1.6478 -3.3516
C29 2.1631 -2.3208 0.3537
C30 2.7447 -1.8176 1.5210
C31 3.5414 -2.6405 2.3070
C32 3.7721 -3.9582 1.9284
C33 3.2316 -4.4432 0.7467
C34 2.4336 -3.6265 -0.0475
H16 4.5030 2.5141 -1.0010
H17 5.6877 1.6740 -3.0053
H18 4.8703 -0.3382 -4.1797
H19 2.8970 -1.5639 -3.3480
H20 -0.2869 -3.8372 -0.7545
H21 -1.6548 -5.0215 -2.4114
H22 -1.9787 -4.0741 -4.6681
H23 -0.9453 -1.9110 -5.2677
H24 0.4367 -0.7045 -3.6256
H25 2.6511 -0.7703 1.7901
H26 4.0073 -2.2431 3.1991
H27 4.3967 -4.5973 2.5401
H28 3.4414 -5.4572 0.4273
H29 2.0620 -4.0105 -0.9851
N6 -0.2589 2.5154 -2.3337
C35 -0.1956 1.9000 -1.3630
H30 -0.3261 3.0724 -3.1707

Table of Mulliken atomic charges, one value per atom, all in e: Re 2.942; C -0.677; N -0.309; C -0.925; C 0.358; N 0.350; C 0.537; C -0.756; C -0.867; C -0.575; C -1.101; C 0.709; N 0.060; C 0.104; N -0.030; C 0.594; C -0.287; C -0.877; C -0.574; C -1.104; C 0.595; N -0.033; H 0.570; H 0.378; H -0.057; H 0.667; H 0.083; H 0.295; H 0.460; H 0.436; H 0.473; H 0.245; H 0.297; H 0.453; H 0.430; H 0.458; H 0.253; S -0.359; C 0.959; C -0.750; C -0.766; C -0.741; C -0.476; C -0.175; As 1.115; C 0.825; C -0.353; C -0.964; C -0.631; C -0.879; C -0.772; C 1.504; C -0.779; C -0.868; C -0.679; C -0.794; C -0.804; H 0.510; H 0.443; H 0.471; H 0.511; H 0.456; H 0.478; H 0.460; H 0.466; H 0.439; H 0.376; H 0.466; H 0.438; H 0.462; H 0.501; N -0.182; C -0.711; H 0.230

---

(3)
# C35H30AsN6ReS

C35H30AsN6ReS as an isolated structure (ωB97M-V/def2-TZVPD, the Open Molecules 2025 dataset).

Calculated values
Lowest unoccupied orbital energy (spin up / spin down): -8.26 / -11.38 eV
Spin multiplicity: 4
Strongest force on any atom: 1.719 eV Å⁻¹
Total charge: +3
⟨S²⟩: 3.79

Geometry (Å):
Re1 -0.2806 -0.2479 -0.3739
C1 -1.0538 1.0696 2.4858
N1 -0.8117 1.5923 1.1360
C2 -1.9987 2.2933 0.6109
C3 -2.1264 2.0467 -0.8520
N2 -1.5821 0.9927 -1.4513
C4 -1.8547 1.1505 -2.7982
C5 -1.4595 0.4176 -3.9121
C6 -1.9228 0.8200 -5.1496
C7 -2.7503 1.9336 -5.2953
C8 -3.1178 2.7067 -4.2067
C9 -2.6410 2.3068 -2.9688
N3 -2.7723 2.8475 -1.7089
C10 -1.7563 -0.2427 2.3604
N4 -1.6371 -0.9975 1.2694
C11 -2.2686 -2.1922 1.5530
C12 -2.3686 -3.3703 0.8191
C13 -3.0027 -4.4424 1.4139
C14 -3.5434 -4.3477 2.6997
C15 -3.4546 -3.1871 3.4479
C16 -2.7966 -2.1149 2.8601
N5 -2.4496 -0.8626 3.3247
H1 -0.0964 0.8989 2.9919
H2 -1.6249 1.7765 3.0979
H3 -0.0257 2.2430 1.1630
H4 -2.8980 1.9022 1.1047
H5 -1.9589 3.3722 0.8048
H6 -0.7928 -0.4264 -3.8181
H7 -1.6412 0.2528 -6.0227
H8 -3.1015 2.1998 -6.2784
H9 -3.7546 3.5702 -4.3111
H10 -3.2670 3.7006 -1.4880
H11 -1.9469 -3.4284 -0.1796
H12 -3.0681 -5.3810 0.8847
H13 -4.0398 -5.2089 3.1158
H14 -3.8813 -3.1234 4.4367
H15 -2.6661 -0.4998 4.2438
S1 1.4569 0.6024 -1.9367
C17 1.7468 -0.5656 -3.1840
C18 2.6772 -0.2172 -4.1755
C19 2.8689 -1.0322 -5.2699
C20 2.1376 -2.2072 -5.4051
C21 1.2074 -2.5590 -4.4303
C22 1.0251 -1.7709 -3.3039
As1 -0.1725 -2.3563 -1.8634
C23 -1.7215 -3.2500 -2.7130
C24 -1.8312 -4.6356 -2.5725
C25 -2.8758 -5.3243 -3.1656
C26 -3.8491 -4.6335 -3.8719
C27 -3.7639 -3.2553 -3.9878
C28 -2.7148 -2.5623 -3.4038
C29 0.8509 -3.8748 -1.1537
C30 1.0962 -3.9877 0.2094
C31 1.8640 -5.0388 0.6906
C32 2.3541 -5.9995 -0.1784
C33 2.0470 -5.9278 -1.5275
C34 1.3169 -4.8609 -2.0227
H16 3.2428 0.6950 -4.0662
H17 3.5778 -0.7517 -6.0318
H18 2.2858 -2.8391 -6.2674
H19 0.5985 -3.4488 -4.5673
H20 -1.1054 -5.1861 -1.9843
H21 -2.9157 -6.3994 -3.0687
H22 -4.6750 -5.1642 -4.3197
H23 -4.5090 -2.7052 -4.5427
H24 -2.6817 -1.4879 -3.4915
H25 0.6697 -3.2570 0.8924
H26 2.0727 -5.1046 1.7482
H27 2.9554 -6.8138 0.1960
H28 2.3850 -6.6943 -2.2039
H29 1.1005 -4.8145 -3.0842
N6 2.1854 -1.0073 1.4298
C35 1.2427 -0.8970 0.7611
H30 2.9995 -1.2208 1.9692

Table of Mulliken atomic charges, one value per atom, all in e: Re 1.254; C -1.267; N -0.399; C -0.476; C -0.075; N 0.082; C 0.522; C -0.002; C -1.288; C -0.670; C -1.161; C 0.282; N -0.062; C 0.370; N 0.143; C -0.384; C 0.167; C -1.156; C -0.585; C -1.111; C 0.767; N -0.093; H 0.381; H 0.535; H 0.312; H 0.277; H 0.586; H 0.725; H 0.529; H 0.453; H 0.472; H 0.276; H 0.542; H 0.494; H 0.439; H 0.452; H 0.262; S -0.281; C 1.448; C -0.668; C -0.771; C -1.036; C -0.131; C -0.844; As 0.954; C 1.077; C -0.259; C -0.959; C -0.682; C -0.769; C -0.480; C 1.010; C -0.426; C -1.067; C -0.741; C -0.882; C 0.126; H 0.528; H 0.467; H 0.503; H 0.504; H 0.618; H 0.485; H 0.446; H 0.485; H 0.105; H 0.433; H 0.491; H 0.439; H 0.474; H 0.354; N -0.269; C 0.484; H 0.240